{"formula": "C5H9BrO2", "method": "the ωB97M-V functional and the def2-TZVPD basis", "relative_energy_kj_mol": 465.3, "charge": 0, "homo_energy_ev": -8.738, "lumo_energy_ev": 0.578, "max_force_ev_per_a": 6.01, "homo_lumo_gap_ev": 9.32, "elements": ["C", "C", "C", "C", "C", "O", "O", "Br", "H", "H", "H", "H", "H", "H", "H", "H", "H"], "positions_angstrom": [[0.6925, 1.5467, 2.0115], [-0.3247, 1.5963, 1.2495], [-0.3155, -0.2259, -2.8134], [-0.3389, -1.6023, 1.0908], [0.0258, 0.1462, -0.4503], [-0.3020, 0.6895, -1.5916], [-0.5214, -1.0725, -0.2029], [2.0913, -0.2295, -0.4766], [0.8229, 2.0724, 3.0111], [1.6204, 1.0415, 1.6784], [-1.3513, 2.1071, 1.1802], [0.6462, -0.1180, -3.2173], [-1.0906, 0.2780, -3.3783], [-0.5486, -1.1384, -2.3045], [0.6258, -1.6410, 1.2808], [-0.8767, -2.5457, 1.0524], [-0.8551, -0.9046, 1.8801]]}

=====

{"formula": "C5H9CdO3", "method": "the ωB97M-V functional and the def2-TZVPD basis", "relative_energy_kj_mol": 27.4, "s_squared": 0.759, "charge": 0, "homo_energy_ev": [-7.186, -7.168], "lumo_energy_ev": [0.614, -1.702], "spin_multiplicity": 2, "max_force_ev_per_a": 4.54, "homo_lumo_gap_ev": [7.80, 5.47], "elements": ["O", "Cd", "O", "C", "C", "C", "H", "H", "H", "H", "H", "O", "C", "C", "H", "H", "H", "H"], "positions_angstrom": [[1.0720, -0.3031, -0.4930], [2.9492, 1.1580, -1.5030], [1.3955, 1.8533, -0.3743], [0.5423, 0.9232, -0.1930], [0.1993, -1.4097, -0.7635], [1.0310, -2.6543, -0.9526], [-0.4920, -1.5226, 0.0826], [-0.3889, -1.1801, -1.6635], [1.5581, -2.9192, -0.0266], [0.3683, -3.4859, -1.2265], [1.7669, -2.5166, -1.7560], [-0.1024, 0.8644, 1.0258], [-1.2927, 1.5968, 0.8994], [-1.7496, 2.1893, 2.0793], [-0.7091, 1.7001, -0.5251], [-1.4246, 1.8181, 3.0523], [-2.6631, 2.7816, 2.0541], [-2.0603, 1.1065, 0.2836]]}

=====

{"formula": "C5H9CeO4", "method": "the ωB97M-V functional and the def2-TZVPD basis", "relative_energy_kj_mol": 34.3, "s_squared": 2.007, "charge": 1, "homo_energy_ev": [-12.472, -13.643], "lumo_energy_ev": [-3.773, -5.480], "spin_multiplicity": 3, "max_force_ev_per_a": 2.94, "homo_lumo_gap_ev": [8.70, 8.16], "elements": ["O", "C", "C", "H", "H", "H", "O", "O", "C", "C", "O", "C", "Ce", "H", "H", "H", "H", "H", "H"], "positions_angstrom": [[1.1602, -2.1721, -1.5206], [0.1389, -2.6157, -2.1397], [-1.1698, -2.0623, -1.8875], [0.2181, -3.5814, -2.6602], [-2.0319, -2.7325, -1.9183], [-1.2872, -1.0121, -2.1965], [-0.8773, -0.9872, 0.2688], [2.2148, 0.9349, 0.2639], [1.7274, 2.0168, 0.9806], [0.2030, 1.9829, 1.0746], [-0.1583, 0.7013, 1.5976], [-1.3213, 0.0425, 1.0544], [1.2769, -0.8524, 0.3236], [2.0023, 2.9857, 0.5190], [2.1322, 2.0377, 2.0134], [-0.2359, 2.0994, 0.0684], [-0.1877, 2.7779, 1.7289], [-1.8716, -0.3416, 1.9295], [-1.9327, 0.7780, 0.4998]]}